27
Properties=species:S:1:pos:R:3:forces:R:3 method="wB97M-V/def2-TZVPD" homo_ha=-0.3635 molar_mass_g_mol=162.14 multiplicity=1 e_tot_ha=-687.9267 relative_energy_kcal_mol=62.2 charge=0
O -18.842000 0.542000 5.091000 -1.521 1.237 -2.105
H -18.504000 0.066000 5.794000 1.606 -1.512 2.359
H -19.759000 0.248000 5.073000 -0.048 0.276 -0.246
O -16.902000 -3.272000 7.764000 0.937 1.047 0.471
H -17.731000 -3.037000 8.176000 -0.419 -0.196 -0.068
H -17.049000 -4.059000 7.245000 -0.225 -0.449 0.150
O -16.373000 -1.025000 5.187000 0.693 -0.302 0.389
H -16.149000 -0.212000 4.766000 -0.608 1.311 -0.928
H -15.473000 -1.238000 5.462000 -0.201 -1.030 0.529
O -19.792000 -3.597000 7.935000 -0.224 0.067 -0.109
H -20.343000 -3.403000 7.159000 0.389 0.518 0.315
H -19.836000 -4.547000 7.830000 0.379 -0.543 0.623
O -21.364000 -3.768000 5.946000 -1.431 0.615 -1.349
H -22.101000 -3.147000 6.122000 0.438 -0.506 0.105
H -21.439000 -3.892000 4.982000 0.275 -0.100 0.452
O -17.919000 -5.451000 3.219000 0.655 -0.542 -0.383
H -18.757000 -5.848000 3.394000 -0.813 -0.704 0.106
H -18.130000 -4.526000 3.205000 0.185 1.019 0.183
O -17.326000 -5.498000 6.264000 -0.268 -0.125 -0.143
H -17.466000 -4.755000 5.661000 0.098 0.550 -0.552
H -18.231000 -5.810000 6.288000 -0.144 -0.624 0.268
O -15.274000 -4.355000 4.724000 1.867 0.588 -0.971
H -14.429000 -4.695000 4.318000 -1.678 0.254 0.819
H -15.784000 -5.081000 5.068000 0.119 -0.860 0.008
O -18.137000 -3.149000 4.766000 0.391 -1.171 -0.912
H -17.545000 -2.403000 4.708000 1.008 0.630 0.062
H -18.898000 -2.794000 5.169000 -1.459 0.553 0.929

=====

16
Properties=species:S:1:pos:R:3:forces:R:3 method="wB97M-V/def2-TZVPD" homo_ha=-0.4822 molar_mass_g_mol=110.14 multiplicity=1 e_tot_ha=-359.1722 relative_energy_kcal_mol=114.6 charge=+1
C 0.475197 1.924141 0.140254 -0.830 -0.041 0.460
C -0.082898 -0.270524 -0.206208 -0.821 -0.421 0.857
C 0.281137 -1.488801 -0.411775 1.465 0.862 -1.405
C 0.675492 -2.637170 0.431722 -0.579 -0.493 2.238
C -1.874660 1.303844 -0.232998 1.474 2.924 -1.926
N 1.719883 1.731216 0.348437 -1.130 0.023 -0.652
N 2.822114 1.680772 0.377188 2.538 -0.380 0.539
N -0.465508 0.919701 -0.009056 0.483 -2.469 -0.998
H 0.057841 2.849757 0.164476 -0.454 2.673 0.201
H 0.700771 -1.577577 -1.445188 -0.746 -0.040 0.373
H 0.081986 -2.766232 1.397063 1.206 1.002 -0.789
H 1.808581 -2.603652 0.575770 -1.687 -0.443 -0.150
H 0.278490 -3.515516 -0.043702 0.740 -0.643 -0.768
H -2.313529 0.631501 -0.911617 -0.821 -1.275 -0.074
H -1.837902 2.262739 -0.853498 0.044 -1.053 0.912
H -2.326994 1.555802 0.679132 -0.882 -0.225 1.181

=====

15
Properties=species:S:1:pos:R:3:forces:R:3 method="wB97M-V/def2-TZVPD" homo_ha=-0.3624 molar_mass_g_mol=113.12 multiplicity=1 e_tot_ha=-399.7837 relative_energy_kcal_mol=114.1 charge=0
N -2.760681 0.155048 1.167296 6.964 3.343 -4.187
C -1.767369 0.599160 0.551462 -11.072 -4.358 8.407
C -0.701108 0.875426 -0.182251 4.167 -1.057 -1.749
C -0.309947 -0.630497 -0.851591 -0.910 -1.924 -1.449
O -0.460231 -1.809611 0.002489 -1.783 1.333 -3.111
C 1.132039 -0.071368 -0.893517 1.914 -2.977 2.144
C 0.859592 0.832360 0.338503 -1.563 0.663 0.474
O 1.024878 -0.144410 1.340536 -2.589 0.548 3.900
H -0.968537 1.799725 -0.683477 0.729 -0.177 -1.317
H -0.977207 -1.101725 -1.801362 2.217 2.140 2.197
H 0.002780 -1.803662 0.804663 1.399 0.709 1.530
H 2.059697 -0.831747 -0.849384 -2.210 1.321 0.772
H 1.374259 0.319158 -1.780695 0.213 2.443 -3.438
H 1.229447 1.886536 0.737060 -0.203 -2.163 -1.557
H 0.262387 -0.074392 2.100266 2.727 0.154 -2.616

=====

31
Properties=species:S:1:pos:R:3:forces:R:3 method="wB97M-V/def2-TZVPD" homo_ha=-0.5629 molar_mass_g_mol=173.26 multiplicity=1 e_tot_ha=-551.1477 relative_energy_kcal_mol=104.4 charge=+2
C -1.649884 0.467340 -2.308419 -2.580 0.616 -1.242
C -1.970220 -0.340287 -1.326211 4.154 1.581 0.289
N -1.035417 -0.469295 -0.179712 -1.347 -2.788 -0.371
C -1.125700 -1.757514 0.336077 -0.710 1.745 1.245
N -2.441628 -1.995124 1.457534 1.603 -0.108 3.622
N -0.045209 0.367357 0.327454 -0.490 1.003 0.060
C -0.440739 1.709930 0.782282 0.512 -0.864 0.395
C 0.076199 2.835457 -0.042544 -0.669 -1.064 -0.109
C 1.301671 0.113123 0.279264 2.068 -0.289 -0.252
N 2.120033 0.844517 1.202038 -2.041 0.238 -0.799
C 1.791540 -0.816908 -0.585554 1.165 -0.176 0.469
N 3.259682 -1.236994 -0.595326 -1.316 4.247 -1.464
H -0.851885 1.164650 -2.213213 0.362 0.497 -0.137
H -2.399620 0.551823 -3.142918 1.314 -0.118 0.620
H -2.495745 -1.226624 -1.443140 -1.741 -0.996 0.097
H -0.386700 -1.799703 1.083009 1.328 -1.287 0.349
H -1.411220 -2.550471 -0.343462 0.643 -0.095 0.019
H -3.107318 -2.705426 1.323610 -0.982 -1.657 -1.040
H -2.985396 -1.186730 1.533322 -1.096 2.101 -0.352
H -2.232022 -2.149345 2.533863 0.367 0.253 -2.606
H -1.474923 1.680538 0.769659 -2.117 0.066 0.271
H -0.082175 1.752765 1.795162 -0.330 0.393 0.667
H 0.956033 3.147211 0.359541 2.825 1.097 0.841
H 0.259657 2.514921 -1.022996 0.237 -0.277 -1.543
H -0.505407 3.700706 -0.062087 -1.443 1.148 0.034
H 3.123518 0.783429 1.236508 -0.041 -0.302 -0.271
H 1.820791 1.815952 1.371382 0.370 -0.990 -0.070
H 1.202251 -1.429106 -1.210244 -0.547 -0.352 -0.520
H 3.625801 -1.290075 -1.565692 -0.396 -0.227 0.493
H 3.342569 -2.100073 -0.150317 0.940 -1.657 1.327
H 3.761453 -0.396038 -0.198861 -0.042 -1.739 -0.022

=====

Copy entry 3 word for word.
15
Properties=species:S:1:pos:R:3:forces:R:3 method="wB97M-V/def2-TZVPD" homo_ha=-0.3624 molar_mass_g_mol=113.12 multiplicity=1 e_tot_ha=-399.7837 relative_energy_kcal_mol=114.1 charge=0
N -2.760681 0.155048 1.167296 6.964 3.343 -4.187
C -1.767369 0.599160 0.551462 -11.072 -4.358 8.407
C -0.701108 0.875426 -0.182251 4.167 -1.057 -1.749
C -0.309947 -0.630497 -0.851591 -0.910 -1.924 -1.449
O -0.460231 -1.809611 0.002489 -1.783 1.333 -3.111
C 1.132039 -0.071368 -0.893517 1.914 -2.977 2.144
C 0.859592 0.832360 0.338503 -1.563 0.663 0.474
O 1.024878 -0.144410 1.340536 -2.589 0.548 3.900
H -0.968537 1.799725 -0.683477 0.729 -0.177 -1.317
H -0.977207 -1.101725 -1.801362 2.217 2.140 2.197
H 0.002780 -1.803662 0.804663 1.399 0.709 1.530
H 2.059697 -0.831747 -0.849384 -2.210 1.321 0.772
H 1.374259 0.319158 -1.780695 0.213 2.443 -3.438
H 1.229447 1.886536 0.737060 -0.203 -2.163 -1.557
H 0.262387 -0.074392 2.100266 2.727 0.154 -2.616